No. 1
{
  "formula": "C2F2I2",
  "method": "the ωB97M-V functional and the def2-TZVPD basis",
  "e_above_lowest_ev": 3.822,
  "homo_energy_ev": [-8.833, -8.800],
  "multiplicity": 1,
  "energy_ev": -23704.6581,
  "orbital_gap_ha": [0.2735, 0.2735],
  "elements": ["C", "C", "F", "F", "I", "I"],
  "coordinates": [[-0.69159, -0.66172, -0.37097], [0.73927, 0.56637, 0.39862], [-0.66559, -1.86365, 0.27985], [0.41926, 1.75792, 0.14325], [-2.47394, 0.23436, -0.20637], [2.67259, -0.03327, -0.24438]],
  "atomic_forces_ev_per_a": [[3.5195, 0.0529, 2.4060], [-1.7724, -4.0799, -1.0446], [0.1045, 1.4051, -0.9902], [-0.1546, 1.7953, -0.4727], [-1.5642, 0.6097, -0.0108], [-0.1329, 0.2169, 0.1122]]
}

---

No. 2
{
  "formula": "C2F2IN",
  "method": "the ωB97M-V functional and the def2-TZVPD basis",
  "e_above_lowest_ev": 2.065,
  "homo_energy_ev": [-9.280, -9.717],
  "multiplicity": 1,
  "energy_ev": -17095.1712,
  "orbital_gap_ha": [0.2671, 0.2875],
  "elements": ["C", "C", "N", "F", "F", "I"],
  "coordinates": [[-1.17568, -0.82444, -0.05761], [-0.11306, 0.07461, 0.29863], [-2.10306, -1.48067, -0.25481], [2.75261, 0.41913, -0.33975], [-0.39641, 0.75175, 1.40609], [1.03559, 1.05961, -1.05254]],
  "atomic_forces_ev_per_a": [[0.4913, 0.3648, -0.1149], [0.1547, 0.5445, -1.4033], [0.2568, -0.0675, -0.0389], [0.5104, -0.3140, 0.2143], [0.1331, 0.2336, 0.5357], [-1.5464, -0.7615, 0.8071]]
}

---

No. 3
{
  "formula": "C2F2N4O4",
  "method": "the ωB97M-V functional and the def2-TZVPD basis",
  "smiles": "N#CC(N(F)F)([N+](=O)[O-])[N+](=O)[O-]",
  "e_above_lowest_ev": 0.988,
  "homo_energy_ev": -11.721,
  "multiplicity": 1,
  "energy_ev": -21646.7472,
  "orbital_gap_ha": 0.3620,
  "elements": ["C", "C", "N", "N", "N", "N", "O", "O", "O", "O", "F", "F"],
  "coordinates": [[-0.02659, -1.66068, 0.38935], [-0.00217, -0.04092, 0.16258], [-0.13497, -2.78167, 0.46240], [1.34796, 0.43659, 0.49852], [-0.11840, 0.27169, -1.48887], [-1.00233, 0.40814, 1.02076], [1.77230, 0.09802, 1.57451], [1.92883, 0.93939, -0.45682], [-0.40156, 1.42778, -1.70779], [0.11779, -0.67401, -2.18231], [-2.23619, -0.19288, 0.83735], [-1.24467, 1.76855, 0.89032]],
  "atomic_forces_ev_per_a": [[0.2211, 5.7305, -1.1382], [-1.3691, -4.5953, -2.3136], [-0.1131, -2.2547, 0.2659], [1.6187, -0.0011, -0.8079], [-0.3749, 0.2709, 1.9198], [-1.2006, 1.4433, 2.1635], [-0.0231, 0.7221, -0.2186], [0.0793, -0.1448, 1.7369], [0.0487, -1.4303, -0.4807], [-0.2449, 0.7999, -0.1707], [1.1007, 0.3594, -0.6455], [0.2572, -0.8999, -0.3108]]
}

---

No. 4
{
  "formula": "C2F2O",
  "method": "the ωB97M-V functional and the def2-TZVPD basis",
  "e_above_lowest_ev": 1.535,
  "homo_energy_ev": -11.217,
  "multiplicity": 1,
  "energy_ev": -9552.0522,
  "orbital_gap_ha": 0.4079,
  "elements": ["C", "C", "O", "F", "F"],
  "coordinates": [[-0.57676, -0.74393, 0.32866], [0.74826, 1.06566, 0.13832], [1.76911, 1.45026, 0.19595], [-1.25627, -0.85968, -0.81660], [0.58048, -0.82071, -0.21334]],
  "atomic_forces_ev_per_a": [[-2.0646, -0.7995, -1.8841], [-4.3780, 3.0698, 0.4544], [4.8157, 1.2611, 0.1669], [-1.6824, 0.1929, 1.1588], [3.3094, -3.7242, 0.1041]]
}

---

Copy entry 3 word for word.
{
  "formula": "C2F2N4O4",
  "method": "the ωB97M-V functional and the def2-TZVPD basis",
  "smiles": "N#CC(N(F)F)([N+](=O)[O-])[N+](=O)[O-]",
  "e_above_lowest_ev": 0.988,
  "homo_energy_ev": -11.721,
  "multiplicity": 1,
  "energy_ev": -21646.7472,
  "orbital_gap_ha": 0.3620,
  "elements": ["C", "C", "N", "N", "N", "N", "O", "O", "O", "O", "F", "F"],
  "coordinates": [[-0.02659, -1.66068, 0.38935], [-0.00217, -0.04092, 0.16258], [-0.13497, -2.78167, 0.46240], [1.34796, 0.43659, 0.49852], [-0.11840, 0.27169, -1.48887], [-1.00233, 0.40814, 1.02076], [1.77230, 0.09802, 1.57451], [1.92883, 0.93939, -0.45682], [-0.40156, 1.42778, -1.70779], [0.11779, -0.67401, -2.18231], [-2.23619, -0.19288, 0.83735], [-1.24467, 1.76855, 0.89032]],
  "atomic_forces_ev_per_a": [[0.2211, 5.7305, -1.1382], [-1.3691, -4.5953, -2.3136], [-0.1131, -2.2547, 0.2659], [1.6187, -0.0011, -0.8079], [-0.3749, 0.2709, 1.9198], [-1.2006, 1.4433, 2.1635], [-0.0231, 0.7221, -0.2186], [0.0793, -0.1448, 1.7369], [0.0487, -1.4303, -0.4807], [-0.2449, 0.7999, -0.1707], [1.1007, 0.3594, -0.6455], [0.2572, -0.8999, -0.3108]]
}

---

> Number 3 is which compound?

C2F2N4O4